Entry 1:
147
Properties=species:S:1:pos:R:3:forces:R:3 method="wB97M-V/def2-TZVPD" lumo_ha=0.01410 gap_ev=3.39 total_charge=-1 relative_energy_kj_mol=0.00
C 5.647 -2.996 -4.085 -1.2 0.8 -0.4
C 4.247 -2.795 -4.690 0.9 -3.6 0.3
O 3.521 -3.725 -4.970 1.2 2.9 0.4
N 3.835 -1.371 -4.778 -0.7 -1.0 0.5
H 4.610 -0.748 -4.600 0.2 0.1 -0.1
H 3.538 -1.319 -5.742 -0.8 0.7 -2.6
C 2.679 -1.100 -3.865 0.6 0.1 0.4
H 5.964 -4.031 -4.213 -0.1 0.3 0.2
H 5.449 -2.732 -3.046 0.3 -0.4 0.4
H 6.379 -2.266 -4.431 0.0 -0.1 -0.4
H 3.148 -1.087 -2.881 -0.6 -0.1 0.2
H 1.987 -1.935 -3.970 0.0 0.3 0.1
H 2.256 -0.127 -4.113 -0.1 -0.3 -0.1
C 4.308 -6.409 4.393 0.7 1.4 -0.3
C 4.295 -5.691 3.059 -0.4 -4.1 -5.3
O 4.364 -6.375 1.969 -0.1 4.2 5.3
N 3.923 -4.212 3.055 2.4 -0.5 0.1
H 3.392 -3.896 2.256 -0.4 -0.7 -0.9
H 3.337 -4.116 3.872 -1.4 0.8 2.3
C 5.097 -3.207 3.123 -0.5 -1.1 -0.2
H 4.963 -5.872 5.079 -0.2 0.2 0.2
H 4.719 -7.413 4.287 -0.5 0.1 -0.3
H 3.296 -6.307 4.786 -0.1 -0.3 0.3
H 4.672 -2.240 2.856 0.1 -0.1 0.1
H 5.813 -3.560 2.381 -0.1 0.3 0.0
H 5.566 -3.170 4.106 -0.4 -0.2 0.0
C -3.221 0.173 -3.174 -0.9 0.3 -1.2
C -3.709 0.633 -4.552 2.4 -0.7 -1.1
O -3.086 0.567 -5.608 -2.3 0.5 2.7
N -5.125 1.258 -4.627 1.6 -2.9 -1.4
H -5.255 2.000 -3.954 -0.5 0.8 1.8
H -5.035 1.617 -5.567 -0.5 0.5 -0.4
C -6.201 0.120 -4.628 0.5 2.4 1.2
H -3.922 -0.559 -2.774 0.0 0.0 0.1
H -3.280 1.055 -2.537 0.1 0.0 0.3
H -2.217 -0.248 -3.239 -0.3 0.2 -0.2
H -6.220 -0.299 -3.622 0.3 -0.2 -0.2
H -5.990 -0.585 -5.432 -0.2 0.3 0.1
H -7.080 0.763 -4.675 -0.5 -0.8 -0.6
C -1.581 5.763 0.771 -0.3 0.4 0.4
C -2.206 5.770 -0.605 -2.9 1.3 -0.4
O -2.801 6.704 -1.131 2.1 -2.4 1.1
N -2.321 4.394 -1.244 1.2 1.1 -1.0
H -1.749 3.753 -0.713 1.5 -1.5 0.6
H -3.228 3.954 -1.174 -1.7 0.4 0.1
C -1.928 4.370 -2.729 -1.4 0.2 1.3
H -0.492 5.731 0.784 0.0 0.0 -0.3
H -1.920 4.950 1.412 0.0 -0.6 -0.6
H -1.924 6.631 1.334 0.2 0.3 -0.5
H -2.358 5.306 -3.088 0.7 0.1 -0.3
H -2.567 3.598 -3.158 0.5 -0.2 -0.1
H -0.855 4.199 -2.810 -0.3 0.1 -0.2
C 3.753 1.206 0.694 -0.1 -1.2 -1.6
C 3.301 2.472 1.295 0.8 -1.0 2.0
O 3.643 2.698 2.419 -0.8 1.4 -0.5
N 2.334 3.409 0.614 2.1 -0.8 -1.2
H 1.549 2.874 0.273 -1.9 -0.9 0.0
H 2.027 4.043 1.337 -0.2 0.4 0.1
C 2.871 4.111 -0.668 -0.2 -0.2 2.0
H 2.940 0.648 0.228 -0.2 0.2 -0.1
H 4.170 0.536 1.446 -0.1 0.5 0.3
H 4.531 1.298 -0.063 0.0 0.4 -0.2
H 1.974 4.679 -0.916 0.6 0.3 -0.7
H 3.207 3.399 -1.422 -0.6 -0.2 0.2
H 3.749 4.661 -0.329 -0.3 0.5 -0.3
C -5.680 2.793 -0.848 0.0 1.2 -3.0
O -5.322 3.980 -0.138 -0.3 -1.7 1.1
O -5.329 3.079 -2.172 0.6 -1.9 1.3
C -5.207 1.432 -0.191 1.7 -0.6 0.3
F -5.880 1.183 0.938 -0.2 0.0 -0.6
F -5.417 0.351 -1.049 0.0 1.4 0.8
F -3.864 1.332 0.197 -1.5 0.6 -1.2
C -6.056 4.193 1.064 0.1 1.2 0.5
C -5.318 5.271 1.776 0.0 -0.3 0.1
H -5.270 6.157 1.143 0.2 0.1 0.3
H -5.950 5.400 2.654 0.7 0.7 0.4
H -4.344 4.821 1.967 0.2 0.6 0.6
H -6.159 3.410 1.815 0.3 -0.8 -0.8
H -7.046 4.637 0.962 -0.5 -0.5 -1.1
H -6.762 2.696 -0.756 -0.5 -0.2 0.1
C 2.395 -2.871 6.381 0.2 -3.6 -0.2
O 1.447 -3.227 7.383 -0.2 0.3 0.8
O 2.385 -3.950 5.488 0.6 2.4 -0.4
C 2.097 -1.436 5.914 -0.5 -1.3 0.9
F 2.532 -0.549 6.831 0.7 0.5 0.3
F 2.769 -1.168 4.776 -0.4 0.4 -0.4
F 0.790 -1.205 5.843 0.1 0.2 -1.2
C 1.566 -2.785 8.729 -0.6 -0.2 -0.2
C 0.403 -3.361 9.508 -1.1 0.9 0.1
H 0.173 -2.633 10.285 0.3 -0.3 0.7
H -0.526 -3.264 8.945 0.1 -0.4 -0.5
H 0.475 -4.373 9.906 0.3 0.1 -0.1
H 1.508 -1.702 8.832 0.0 0.2 -0.3
H 2.465 -3.069 9.276 0.7 -0.3 -0.5
H 3.363 -2.862 6.882 0.7 0.6 0.2
C -2.672 -1.345 4.301 0.6 0.3 3.9
O -3.190 -0.039 3.930 -0.6 1.6 -1.0
O -3.015 -1.588 5.638 0.3 -0.3 -4.2
C -3.086 -2.313 3.149 0.0 -1.6 2.2
F -4.381 -2.587 3.251 -1.0 0.2 -0.7
F -2.777 -1.882 1.931 -0.2 1.1 -1.3
F -2.496 -3.558 3.143 0.3 0.4 0.7
C -2.479 0.901 3.072 -0.7 -1.4 1.4
C -3.209 2.240 3.183 -1.1 -0.8 -0.8
H -4.157 2.130 2.655 -0.1 -0.1 -0.3
H -3.582 2.469 4.181 0.9 0.1 0.3
H -2.695 3.046 2.659 0.3 0.2 0.3
H -2.492 0.463 2.074 0.2 0.5 -0.3
H -1.444 1.010 3.398 0.3 -0.1 0.1
H -1.590 -1.241 4.226 0.8 -0.2 -0.4
C 1.582 -1.080 -7.548 2.8 0.0 -1.3
O 1.511 0.109 -6.789 -0.6 2.1 2.4
O 2.959 -1.386 -7.722 -3.3 -0.1 2.0
C 0.625 -2.216 -6.981 2.4 0.4 -1.9
F 0.537 -3.184 -7.864 0.3 -1.5 -2.1
F 1.125 -2.825 -5.927 -0.2 0.3 1.9
F -0.639 -1.858 -6.850 -1.3 1.0 1.4
C 0.248 0.844 -6.614 0.6 -0.7 0.7
C 0.342 2.104 -5.702 1.1 -0.1 -1.0
H -0.622 2.586 -5.540 -0.3 -0.6 0.1
H 0.809 1.835 -4.755 -0.2 0.0 0.1
H 0.923 2.920 -6.131 0.4 -0.1 -0.2
H -0.423 0.213 -6.032 -0.3 -0.2 -0.6
H -0.135 1.053 -7.612 -0.3 0.1 0.1
H 1.190 -0.773 -8.517 -0.7 -0.5 -0.6
C -0.423 1.113 -0.291 -0.4 2.4 -0.1
O 0.491 0.668 0.685 -0.8 -0.9 -0.3
O -0.538 2.508 -0.138 0.9 -1.2 -1.1
C 0.105 0.687 -1.703 -0.6 -0.5 -0.7
F -0.574 1.214 -2.775 0.3 0.9 0.8
F 1.388 1.028 -1.845 0.7 0.3 -0.3
F 0.002 -0.640 -1.997 0.3 0.3 0.9
C 0.506 -0.766 0.903 0.7 -0.6 0.4
C 1.258 -1.057 2.143 1.2 0.6 1.2
H 0.926 -0.442 2.979 -0.4 -0.1 0.0
H 1.162 -2.106 2.425 0.0 0.1 0.0
H 2.312 -0.801 2.042 0.3 -0.3 0.0
H 1.048 -1.255 0.093 -0.4 -0.1 -0.3
H -0.409 -1.296 1.164 -1.0 0.9 -1.1
H -1.402 0.634 -0.267 -0.2 -0.4 0.7
P 3.176 -3.801 -0.555 0.3 -3.2 -1.5
F 2.894 -5.428 -0.500 -1.2 1.2 0.4
F 3.971 -4.162 -1.917 1.1 1.0 -0.2
F 1.921 -3.466 -1.500 -1.0 -0.6 0.8
F 3.497 -2.226 -0.678 1.2 0.6 0.5
F 2.409 -3.552 0.832 -0.9 0.2 0.0
F 4.493 -4.140 0.343 0.6 1.3 -0.4

=====

Entry 2:
27
Properties=species:S:1:pos:R:3:forces:R:3 method="wB97M-V/def2-TZVPD" lumo_ha=0.20832 gap_ev=3.75 total_charge=-2
C 0.821 -1.734 1.277 -0.3 -1.6 -0.7
C 0.901 -1.767 -0.172 -0.7 -2.3 0.7
C -0.415 -2.114 -0.663 1.0 -1.0 0.6
H 1.834 -1.796 -0.732 -0.3 0.2 0.1
C -1.260 -2.279 0.447 0.5 0.1 0.0
C -0.509 -2.040 1.634 0.6 -0.4 -0.5
H -0.883 -2.193 2.640 0.0 0.3 -0.1
H 1.682 -1.652 1.934 -0.3 0.3 -0.1
H -0.661 -2.303 -1.709 0.0 0.3 0.3
H -2.303 -2.596 0.424 0.2 0.3 -0.1
Sn 0.557 0.549 -0.104 -2.2 -0.7 2.4
Cl 2.805 0.916 0.447 3.2 0.4 0.8
C 0.022 2.559 -1.685 0.2 -0.3 -1.4
C -1.209 1.860 -1.855 0.5 -0.2 -0.8
C -0.933 0.524 -2.240 0.7 0.9 -1.6
H -2.204 2.304 -1.813 0.3 -0.2 0.5
C 0.499 0.384 -2.393 -0.7 1.8 -2.4
C 1.090 1.677 -2.071 -1.2 0.1 -2.3
H 2.133 1.935 -2.223 -0.2 -0.1 0.4
H 0.143 3.616 -1.433 -0.1 -0.5 0.1
H -1.665 -0.239 -2.518 0.3 0.3 0.5
H 1.029 -0.477 -2.807 -0.2 0.3 0.4
F -0.306 1.467 1.475 -1.0 1.3 3.9
B -0.294 0.880 3.430 0.2 0.3 -2.7
F 0.908 0.268 3.438 -0.5 0.2 0.7
F -0.375 2.124 3.934 -0.1 -0.1 0.6
F -1.405 0.127 3.338 0.2 0.3 0.9

=====

Entry 3:
55
Properties=species:S:1:pos:R:3:forces:R:3 method="wB97M-V/def2-TZVPD" multiplicity=5 lumo_ha="0.00287 / -0.00740" gap_ev="7.55 / 7.37"
Cr -0.936 -2.093 -1.362 0.1 -0.1 -0.3
F 5.068 -2.417 0.625 0.1 0.0 0.0
C 3.790 -2.772 0.529 -0.1 0.0 0.0
C 3.104 -2.596 -0.658 0.0 0.0 -0.1
F 3.712 -2.063 -1.719 0.0 0.0 0.0
C 1.774 -2.953 -0.714 -0.1 -0.2 0.4
F 1.094 -2.750 -1.895 0.2 0.1 -0.1
C 1.052 -3.463 0.360 0.5 0.1 -0.1
S -0.657 -3.750 0.257 -0.4 -0.3 0.2
C 1.790 -3.659 1.532 -0.1 0.1 -0.3
F 1.183 -4.151 2.607 0.0 0.0 0.2
C 3.125 -3.312 1.621 0.1 0.0 -0.1
F 3.784 -3.469 2.764 0.0 0.0 0.1
O -0.459 -0.319 -2.353 0.0 -0.6 -0.2
S -0.237 0.495 -1.085 0.6 1.1 0.0
C 1.576 0.726 -1.005 -0.1 0.0 0.2
C 2.069 0.821 0.420 0.0 0.0 0.1
C 3.071 1.731 0.738 -0.1 0.0 -0.1
C 3.567 1.816 2.030 0.0 0.0 0.0
C 3.056 0.998 3.026 0.0 0.0 0.0
C 2.064 0.080 2.718 -0.1 -0.1 0.0
C 1.579 -0.016 1.423 0.1 0.0 -0.2
C -0.767 2.188 -1.536 -0.1 -0.4 0.3
C -0.236 3.159 -0.528 0.0 0.1 0.1
C 0.740 4.083 -0.886 0.0 0.0 0.0
C 1.280 4.937 0.062 0.0 0.0 0.0
C 0.855 4.867 1.380 0.0 0.0 0.0
C -0.120 3.949 1.745 0.0 0.0 0.1
C -0.668 3.103 0.796 0.0 -0.1 -0.1
H 1.851 1.606 -1.585 0.0 0.0 0.0
H 1.977 -0.151 -1.516 -0.1 -0.1 0.0
H 3.468 2.376 -0.038 0.0 0.0 0.0
H 4.355 2.524 2.252 0.0 0.0 0.0
H 3.437 1.067 4.037 0.0 0.0 0.0
H 1.659 -0.566 3.487 0.0 0.0 0.0
H 0.825 -0.760 1.193 -0.1 0.0 0.0
H -1.856 2.112 -1.528 0.0 0.0 -0.1
H -0.416 2.372 -2.551 0.1 -0.1 0.0
H 1.072 4.141 -1.917 0.0 0.0 0.0
H 2.037 5.655 -0.228 0.0 0.0 0.0
H 1.282 5.529 2.122 0.0 0.0 0.0
H -0.456 3.897 2.772 0.0 0.0 0.0
H -1.432 2.385 1.077 0.0 0.0 0.0
C -6.519 -1.420 0.366 0.0 0.0 -0.3
S -6.256 -0.530 -1.200 0.1 0.0 0.1
C -5.264 -1.687 -2.068 0.0 0.0 -0.1
C -3.959 -1.923 -1.836 0.0 0.0 -0.1
S -2.954 -1.202 -0.616 -0.3 0.1 0.3
S -3.201 -3.133 -2.850 -0.7 0.0 -0.2
C -4.604 -3.515 -3.855 0.2 0.1 0.2
S -4.582 -4.612 -5.057 0.0 -0.1 -0.1
S -5.997 -2.613 -3.370 0.1 0.0 0.1
H -6.874 -0.686 1.086 0.0 0.0 0.0
H -5.576 -1.840 0.705 0.0 0.0 0.1
H -7.268 -2.196 0.227 0.0 0.0 0.1

=====

Entry 4:
58
Properties=species:S:1:pos:R:3:forces:R:3 method="wB97M-V/def2-TZVPD" lumo_ha=0.02003 gap_ev=8.10 smiles="COc1ccc(N)c(C(=O)NCCC2(O)CN(C(=O)C3(N(C)C)CCC3)C2)c1" relative_energy_kj_mol=270.39
C -0.522 0.112 7.655 0.0 0.0 0.0
O -0.823 0.144 6.276 0.0 0.0 0.0
C 0.155 -0.280 5.417 0.0 0.0 0.0
C 1.411 -0.731 5.802 0.0 0.0 0.0
C 2.313 -1.160 4.842 0.1 0.0 0.0
C 2.010 -1.161 3.481 -0.1 0.0 0.0
N 2.949 -1.567 2.552 0.1 0.0 0.0
C 0.745 -0.674 3.099 0.0 -0.1 0.0
C 0.370 -0.633 1.654 0.2 0.2 -0.1
O 0.847 -1.396 0.820 -0.1 -0.1 0.0
N -0.516 0.328 1.289 0.0 -0.1 0.0
C -0.902 0.485 -0.102 0.0 0.0 0.0
C -2.072 1.448 -0.207 0.0 0.0 0.0
C -2.603 1.567 -1.619 -0.1 0.0 0.0
O -1.550 2.020 -2.432 0.0 0.0 0.0
C -3.380 0.309 -2.102 0.1 0.0 0.0
N -4.610 1.067 -1.893 0.0 0.0 0.0
C -5.929 0.839 -2.062 0.1 0.0 -0.2
O -6.738 1.750 -2.018 0.0 0.0 0.1
C -6.303 -0.628 -2.308 0.0 0.0 0.0
N -5.600 -1.053 -3.512 -0.1 -0.1 0.0
C -6.090 -0.327 -4.675 0.0 0.0 0.0
C -5.612 -2.484 -3.761 0.0 0.0 0.0
C -6.122 -1.424 -0.989 0.0 0.0 0.0
C -7.601 -1.119 -0.666 0.0 0.0 0.0
C -7.834 -0.817 -2.160 0.0 0.0 -0.1
C -3.945 2.345 -1.701 0.1 0.0 0.0
C -0.160 -0.256 4.069 0.0 0.0 0.0
H -1.408 0.476 8.166 0.0 0.0 0.0
H -0.301 -0.905 7.993 0.0 0.0 0.0
H 0.326 0.761 7.894 0.0 0.0 0.0
H 1.700 -0.764 6.842 0.0 0.0 0.0
H 3.289 -1.512 5.156 0.0 0.0 0.0
H 2.569 -1.850 1.661 0.0 0.0 0.0
H 3.686 -2.151 2.908 0.0 0.0 0.0
H -0.734 1.063 1.938 0.0 0.0 0.0
H -0.060 0.842 -0.698 0.0 0.0 0.0
H -1.169 -0.499 -0.489 0.0 0.0 0.0
H -2.891 1.111 0.436 0.0 0.0 0.0
H -1.774 2.446 0.131 0.0 0.0 0.0
H -1.863 2.111 -3.338 0.0 0.0 0.0
H -3.201 0.069 -3.153 0.0 0.0 0.0
H -3.277 -0.601 -1.510 0.0 0.0 0.0
H -5.504 -0.614 -5.548 0.0 0.0 0.0
H -7.150 -0.534 -4.890 0.0 0.0 0.0
H -5.986 0.748 -4.525 0.0 0.0 0.0
H -5.076 -2.674 -4.691 0.0 0.0 0.0
H -5.094 -3.021 -2.969 0.0 0.0 0.0
H -6.623 -2.906 -3.868 0.0 0.0 0.0
H -5.976 -2.486 -1.174 0.0 0.0 0.0
H -5.360 -1.075 -0.292 0.0 0.0 0.0
H -8.183 -1.923 -0.220 0.0 0.0 0.0
H -7.707 -0.222 -0.057 0.0 0.0 0.0
H -8.454 0.036 -2.423 0.0 0.0 0.0
H -8.166 -1.706 -2.697 0.0 0.0 0.0
H -4.260 2.892 -0.811 0.0 0.0 0.0
H -4.006 3.007 -2.570 0.0 0.0 0.0
H -1.157 0.063 3.792 0.0 0.0 0.0

=====

Entry 5:
20
Properties=species:S:1:pos:R:3:forces:R:3 method="wB97M-V/def2-TZVPD" lumo_ha=0.13319 gap_ev=6.64 total_charge=-1 relative_energy_kj_mol=0.00
C -0.386 1.511 -2.656 -0.2 0.0 0.3
C -1.424 1.291 -1.541 0.4 0.2 -0.4
C -0.783 0.885 -0.225 -0.2 0.0 0.2
S -1.987 0.700 1.131 0.1 -0.1 0.0
H -0.871 1.857 -3.571 0.0 0.0 -0.1
H 0.163 0.595 -2.877 0.0 -0.1 0.0
H 0.345 2.264 -2.350 0.0 0.0 0.0
H -1.979 2.227 -1.423 -0.1 -0.1 0.1
H -2.124 0.512 -1.848 -0.1 0.1 0.1
H -0.004 1.594 0.074 -0.1 0.1 -0.1
H -0.314 -0.092 -0.328 0.1 -0.2 0.0
H -1.619 -0.712 1.369 0.0 0.3 0.0
C 2.079 -1.616 1.405 -0.1 0.2 -0.1
C 0.803 -1.474 2.226 -0.1 0.0 0.0
S -0.614 -2.341 1.490 0.0 -0.1 0.0
H 1.924 -1.200 0.404 0.0 0.0 0.1
H 2.345 -2.661 1.280 0.0 -0.2 0.0
H 2.921 -1.092 1.871 0.1 0.0 0.0
H 0.551 -0.414 2.324 0.0 0.1 0.0
H 0.975 -1.837 3.245 0.0 0.0 -0.1

=====

Entry 6:
46
Properties=species:S:1:pos:R:3:forces:R:3 method="wB97M-V/def2-TZVPD" multiplicity=3 lumo_ha="-0.00098 / -0.00539" gap_ev="5.58 / 5.46" total_charge=-1 relative_energy_kj_mol=140.60
V 0.713 -0.609 0.610 0.3 -0.3 0.2
O -3.349 -4.496 1.915 0.1 0.1 -0.1
C -3.432 -3.502 2.788 -0.2 0.0 -0.3
O -4.171 -3.540 3.737 0.1 -0.1 0.1
C -2.613 -2.289 2.513 0.0 0.4 0.2
C -2.674 -1.097 3.238 0.0 -0.2 -0.1
Cl -3.623 -0.636 4.560 0.0 -0.1 0.0
N -1.792 -0.227 2.709 0.0 -0.2 -0.3
N -1.169 -0.790 1.657 0.1 0.2 0.0
C -1.649 -2.013 1.531 -0.2 -0.2 0.2
C -1.043 -2.824 0.432 -0.3 -0.4 -0.2
O -1.483 -3.926 0.134 -0.1 0.2 0.2
O -0.067 -2.232 -0.150 0.4 0.2 -0.2
C -1.601 1.158 3.026 0.0 0.0 0.1
C -2.520 2.078 2.544 0.1 0.0 0.0
C -2.306 3.421 2.800 0.0 0.0 0.0
C -1.193 3.820 3.526 0.0 0.0 0.0
C -0.292 2.885 4.010 0.0 -0.1 0.0
C -0.493 1.536 3.764 -0.1 0.0 -0.1
H -2.725 -4.311 1.156 0.1 0.0 0.2
H -3.370 1.741 1.967 0.0 0.0 0.0
H -3.001 4.158 2.421 0.0 0.0 0.0
H -1.023 4.871 3.710 0.0 0.1 0.0
H 0.579 3.201 4.563 0.0 0.0 0.0
H 0.208 0.789 4.107 0.0 0.0 0.0
Se 0.312 1.711 0.166 -0.1 0.3 -0.1
Se 2.362 2.418 -0.755 -0.1 0.0 0.1
Se 3.633 2.770 1.038 0.0 0.0 0.0
Se 2.026 -0.876 2.330 0.0 0.0 0.0
N 2.276 -0.893 -0.858 0.0 -0.1 0.2
C 2.147 -0.576 -2.273 -0.1 0.1 -0.2
C 3.302 -0.435 -3.037 -0.2 0.0 0.0
C 3.199 -0.098 -4.373 0.2 0.0 0.0
C 1.955 0.096 -4.956 0.0 0.0 0.0
C 0.816 -0.057 -4.190 -0.2 0.0 0.1
C 0.901 -0.391 -2.843 0.1 -0.1 0.0
S 1.849 0.533 -6.699 0.0 0.0 0.1
O 2.850 1.580 -6.834 0.0 0.0 -0.1
O 2.186 -0.708 -7.378 0.0 0.0 0.0
O 0.472 0.967 -6.867 0.0 0.0 -0.1
H 2.499 -1.884 -0.764 0.0 0.0 0.0
H 3.085 -0.385 -0.506 0.0 -0.1 0.1
H 4.276 -0.574 -2.582 0.0 0.0 0.1
H 4.084 0.035 -4.977 0.1 0.0 0.0
H -0.143 0.105 -4.661 0.0 0.0 0.0
H -0.001 -0.504 -2.252 0.1 0.0 0.0